[1]
Computed, not measured: a 2-piece molecular cluster, C10H26NO3PSSi overall in a non-equilibrium geometry, with wB97M-V/def2-TZVPD.

Structure (SMILES) = CCCCCC[Si@@H](CN)P(O)(O)=S.CC(C)=O
Highest occupied orbital energy = -0.3103 Eh
Electronic energy = -46427.7485 eV
Multiplicity = 1
LUMO = 0.56 eV
Kohn-Sham gap = 0.331 Eh

The geometry in XYZ format:
```
43
Properties=species:S:1:pos:R:3:forces:R:3
C 3.8945 1.3338 1.0622 0.65 -0.20 -0.76
C 3.8770 1.3452 -0.5087 -0.66 -0.21 0.67
C 2.4176 1.4704 -1.0724 1.27 -0.76 -0.93
C 1.8274 0.0771 -1.4516 0.42 -0.04 0.59
C 0.9824 -0.5859 -0.3319 0.46 0.53 -0.23
C -0.2387 0.2373 0.1869 -0.08 -0.63 -0.10
Si -1.3538 1.0022 -1.1557 -1.07 -0.95 0.69
C -3.1818 0.4691 -0.8537 0.41 0.43 0.37
N -3.5078 0.5072 0.6023 -0.01 -0.17 -0.77
P -1.4096 3.2501 -1.0622 -0.60 0.85 0.40
O -2.8921 3.6980 -1.7263 1.41 -0.59 1.39
O -1.5315 3.6107 0.5668 -0.46 -0.83 -1.89
S 0.0879 4.1014 -1.9460 -0.29 0.10 0.12
H 4.6178 2.0851 1.4099 -0.44 -0.20 0.24
H 2.8971 1.4916 1.4950 0.35 0.18 -0.12
H 4.2492 0.3487 1.3985 -0.11 0.32 0.13
H 4.3453 0.4011 -0.8369 -0.29 0.36 -0.13
H 4.5110 2.1394 -0.9303 -0.28 -0.06 0.38
H 1.8070 2.0324 -0.3578 -0.02 -0.03 -0.38
H 2.5200 2.0219 -2.0205 -0.41 0.14 0.47
H 1.3165 0.1011 -2.4277 -0.16 0.13 0.50
H 2.7001 -0.5835 -1.6123 -0.39 0.15 -0.08
H 0.6927 -1.5841 -0.7015 -0.22 0.38 0.24
H 1.6662 -0.7560 0.5205 -0.29 -0.04 -0.23
H 0.0395 0.9954 0.9395 0.10 -0.20 -0.43
H -0.8794 -0.4832 0.7409 0.12 0.52 -0.30
H -1.0179 0.6027 -2.5292 0.24 0.25 -0.21
H -3.2798 -0.5391 -1.2860 -0.27 0.26 0.28
H -3.8907 1.1584 -1.3408 0.34 -0.41 -0.26
H -3.3312 -0.3972 1.0207 0.22 0.13 0.17
H -2.9084 1.2069 1.0213 -0.15 -0.15 0.50
H -2.7232 3.8787 -2.6528 0.04 0.26 -0.39
H -1.0934 4.4485 0.7242 0.21 0.47 0.09
C -0.8375 -3.9181 0.2466 -0.11 0.20 -0.16
C -1.4595 -3.3929 1.5128 -0.09 0.11 0.02
O -2.1247 -2.3808 1.5155 -0.02 0.00 -0.02
C -1.2226 -4.1758 2.7760 -0.16 0.19 0.17
H -1.0901 -3.2578 -0.5819 -0.01 -0.02 0.04
H 0.2482 -3.9525 0.3516 -0.01 -0.19 0.01
H -1.2207 -4.9166 0.0303 0.16 -0.07 0.05
H -0.1536 -4.2213 2.9903 0.00 -0.18 -0.06
H -1.6223 -5.1853 2.6685 0.18 -0.06 -0.02
H -1.7272 -3.6844 3.6060 0.01 0.00 -0.04
```
Positions in Å, forces in eV/Å.

Mulliken population analysis, charges in e, atoms 1 to 2: number 1, C, carries -1.04; number 2, C, carries -0.63


[2]
Computed, not measured: C10H26O10SV as an isolated structure in a non-equilibrium geometry, with wB97M-V/def2-TZVPD.

Highest occupied orbital energy = -0.1997 Eh
Charge = -1
Electronic energy = -67791.4006 eV
Multiplicity = 1
LUMO = 2.51 eV
Kohn-Sham gap = 0.292 Eh

The geometry in XYZ format:
```
48
Properties=species:S:1:pos:R:3:forces:R:3
O -0.9982 0.1647 0.1259 -1.38 -0.54 -2.07
V -2.1709 0.2357 -1.0184 0.09 1.72 3.83
O -1.4981 0.6096 -2.3846 0.01 -0.05 -0.37
C -3.0303 4.3589 0.3443 0.68 -0.31 0.26
C -3.3157 3.2957 -0.7203 -0.89 -0.05 -1.10
C -2.6970 3.5669 -2.0862 1.32 0.78 -0.22
O -3.1092 2.0103 -0.2365 1.07 -2.33 -1.02
H -3.9554 4.5597 0.8820 0.15 0.15 0.23
H -2.5925 5.2898 -0.0228 -0.31 0.05 -0.31
H -2.2786 3.9626 1.0315 -0.18 -0.11 0.12
H -4.3897 3.3941 -0.9455 -0.27 -0.02 0.16
H -3.0969 2.9287 -2.8728 0.06 -0.20 0.14
H -1.6010 3.4998 -2.0811 -0.06 -0.66 0.16
H -2.7884 4.6059 -2.4308 -0.71 0.02 0.25
C -4.0927 -3.4897 -0.5024 -0.44 -0.75 -1.19
C -3.5293 -2.0907 -0.6227 0.23 -0.18 0.12
O -3.7961 -1.1940 0.1817 -0.31 0.35 0.36
O -2.7417 -1.8480 -1.5903 0.98 0.83 -0.56
H -5.1773 -3.4755 -0.6436 -0.07 0.28 0.92
H -3.7567 -4.0462 0.3690 -0.32 0.40 0.37
H -3.8498 -4.1389 -1.3514 0.70 0.43 -0.06
C -0.7852 -2.5138 2.2181 -0.91 0.29 -0.32
O -0.1001 -3.7187 2.4981 0.41 -0.13 0.54
H -0.3079 -1.8629 1.4843 0.12 -0.15 -0.04
H -1.8039 -2.7272 1.8754 0.06 0.05 -0.24
H -0.9369 -1.9293 3.1259 0.40 -0.22 0.19
H 0.2286 -4.1198 1.6919 -0.11 0.20 -0.21
C 0.6997 -1.9084 -2.8541 -1.89 0.00 0.06
O 0.2635 -3.0249 -2.0467 0.84 0.20 0.23
H 1.6621 -2.0200 -3.3452 0.00 -0.60 0.16
H -0.1335 -1.8535 -3.5618 0.66 0.64 -0.69
H 0.6817 -0.9631 -2.3078 0.17 -0.07 0.21
H -0.6725 -2.8345 -1.8861 0.08 -0.08 0.13
O 2.8224 2.2768 1.4225 0.31 -0.64 -0.69
S 3.3137 1.3966 0.3860 -0.49 0.13 -0.18
O 3.2692 1.7767 -1.0040 0.28 -0.27 1.19
O 4.8619 1.0767 0.7128 -0.10 0.50 -0.23
C 5.2600 0.9759 2.0923 -0.11 0.64 0.37
C 6.3202 -0.0676 2.1648 0.77 -1.38 -0.23
C 2.6105 -0.2468 0.5466 -0.89 1.14 -0.14
H 4.3633 0.8620 2.7036 0.14 -0.68 0.07
H 5.6943 1.8953 2.5024 -0.16 0.35 -0.71
H 7.2170 0.1635 1.5826 -0.19 0.61 -0.02
H 6.0250 -1.0203 1.7145 -0.40 0.00 0.34
H 6.6890 -0.2530 3.1751 -0.31 0.06 0.10
H 2.6211 -0.5352 1.5954 0.71 -0.43 -0.14
H 3.0637 -0.8366 -0.2430 0.29 -0.41 0.48
H 1.5388 -0.1872 0.3317 -0.03 0.41 -0.26
```
Positions in Å, forces in eV/Å.

Mulliken population analysis, charges in e, atoms 1 to 2: number 1, O, carries -0.62; number 2, V, carries 1.29


[3]
Computed, not measured: C10H27ClGaIN2O2P2 as an isolated structure in a non-equilibrium geometry, with wB97M-V/def2-TZVPD.

Highest occupied orbital energy (spin up / spin down) = -0.5351 / -0.5351 Eh
Charge = +2
Electronic energy = -109446.8622 eV
Multiplicity = 1
LUMO (spin up / spin down) = -10.05 / -10.04 eV
Kohn-Sham gap (spin up / spin down) = 0.166 / 0.166 Eh

The geometry in XYZ format:
```
46
Properties=species:S:1:pos:R:3:forces:R:3
C 4.7144 -1.6013 0.4544 1.16 0.32 -0.15
C 3.3270 -1.2124 0.3715 -3.73 -3.52 2.07
H 4.7131 -2.5618 0.9954 -0.10 0.22 -0.12
H 5.3026 -0.8513 0.9922 -0.10 0.06 -0.08
H 5.1467 -1.7153 -0.5427 -0.08 0.10 -0.07
O 2.2809 -1.6599 0.6933 3.96 2.53 -1.64
I 3.7574 1.6816 -1.3076 1.07 -1.05 0.45
Ga 1.6681 0.6316 -0.5093 -3.85 1.60 -0.06
P 0.3669 -0.9751 -1.8940 0.23 -0.68 -0.43
C -0.6200 -2.3663 -1.2106 -0.41 0.56 0.28
C -0.6799 -0.2579 -3.2307 -0.15 0.52 0.41
H -0.9067 -1.0368 -3.9803 0.21 0.20 0.42
H 1.2608 -2.3318 -3.6921 0.42 0.11 0.39
H -0.1370 0.5740 -3.7028 -0.17 -0.29 0.11
H 2.4882 -1.1307 -3.1213 -0.38 -0.30 -0.03
H -1.5584 -2.0103 -0.7226 0.73 -0.13 -0.47
H -1.6326 0.1522 -2.8246 0.75 -0.33 -0.09
C 1.7105 -1.8487 -2.8049 -0.08 0.04 -0.10
H -0.8744 -3.0163 -2.0595 0.06 0.13 0.22
H 2.1836 -2.6158 -2.1627 -0.30 0.26 -0.31
H -0.0369 -2.9328 -0.4833 0.00 -0.01 -0.06
P 0.8518 1.1072 1.8548 0.20 -0.41 -0.63
C -0.1637 -0.0757 2.7683 -0.44 -0.35 0.10
C 2.3874 1.2356 2.7977 0.45 0.14 0.45
H 0.5539 3.4508 1.4692 -0.05 -0.06 0.14
H 0.0398 2.9720 3.1179 0.06 -0.20 -0.36
H -1.0332 2.6931 1.6982 0.80 -0.37 0.11
C 0.0232 2.6900 2.0501 -0.49 0.68 -0.22
H 3.1441 1.8312 2.2688 -0.30 0.02 0.09
H 2.1587 1.7285 3.7530 0.24 -0.18 -0.14
H -0.0842 0.1260 3.8492 0.04 -0.02 -0.37
H 0.1793 -1.0927 2.5706 -0.01 -0.01 0.13
H 2.8425 0.2534 3.0089 -0.34 0.24 -0.01
H -1.2257 -0.0083 2.4680 0.63 0.15 -0.03
Cl 0.4389 2.3168 -1.3015 -0.18 0.17 -0.08
C -4.1961 2.2398 -0.7856 -0.49 0.68 -0.25
N -4.3396 0.8950 -0.2961 0.44 -1.69 0.49
C -3.2698 0.1533 0.1424 -0.35 0.04 -0.33
N -3.5594 -1.1818 0.4768 0.66 0.47 0.51
O -2.0976 0.5671 0.1953 -0.84 -0.29 0.14
H -3.1450 2.4313 -0.9578 0.16 0.05 -0.11
H -4.5771 2.9933 -0.0802 0.12 -0.32 -0.07
H -4.7615 2.3625 -1.7178 0.26 -0.05 0.16
H -5.2170 0.3794 -0.4285 0.62 0.68 0.14
H -2.8967 -1.5310 1.1862 -0.80 0.17 -0.66
H -4.5271 -1.4512 0.6339 0.36 0.14 0.06
```
Positions in Å, forces in eV/Å.

Mulliken population analysis, charges in e, atoms 1 to 2: number 1, C, carries -1.16; number 2, C, carries 0.55


Look up the multiplicity of the second one.
1


electronic energy of number 1 (C10H26NO3PSSi)?
-46427.7485 eV


Please write out number 3 again, unchanged.
Computed, not measured: C10H27ClGaIN2O2P2 as an isolated structure in a non-equilibrium geometry, with wB97M-V/def2-TZVPD.

Highest occupied orbital energy (spin up / spin down) = -0.5351 / -0.5351 Eh
Charge = +2
Electronic energy = -109446.8622 eV
Multiplicity = 1
LUMO (spin up / spin down) = -10.05 / -10.04 eV
Kohn-Sham gap (spin up / spin down) = 0.166 / 0.166 Eh

The geometry in XYZ format:
```
46
Properties=species:S:1:pos:R:3:forces:R:3
C 4.7144 -1.6013 0.4544 1.16 0.32 -0.15
C 3.3270 -1.2124 0.3715 -3.73 -3.52 2.07
H 4.7131 -2.5618 0.9954 -0.10 0.22 -0.12
H 5.3026 -0.8513 0.9922 -0.10 0.06 -0.08
H 5.1467 -1.7153 -0.5427 -0.08 0.10 -0.07
O 2.2809 -1.6599 0.6933 3.96 2.53 -1.64
I 3.7574 1.6816 -1.3076 1.07 -1.05 0.45
Ga 1.6681 0.6316 -0.5093 -3.85 1.60 -0.06
P 0.3669 -0.9751 -1.8940 0.23 -0.68 -0.43
C -0.6200 -2.3663 -1.2106 -0.41 0.56 0.28
C -0.6799 -0.2579 -3.2307 -0.15 0.52 0.41
H -0.9067 -1.0368 -3.9803 0.21 0.20 0.42
H 1.2608 -2.3318 -3.6921 0.42 0.11 0.39
H -0.1370 0.5740 -3.7028 -0.17 -0.29 0.11
H 2.4882 -1.1307 -3.1213 -0.38 -0.30 -0.03
H -1.5584 -2.0103 -0.7226 0.73 -0.13 -0.47
H -1.6326 0.1522 -2.8246 0.75 -0.33 -0.09
C 1.7105 -1.8487 -2.8049 -0.08 0.04 -0.10
H -0.8744 -3.0163 -2.0595 0.06 0.13 0.22
H 2.1836 -2.6158 -2.1627 -0.30 0.26 -0.31
H -0.0369 -2.9328 -0.4833 0.00 -0.01 -0.06
P 0.8518 1.1072 1.8548 0.20 -0.41 -0.63
C -0.1637 -0.0757 2.7683 -0.44 -0.35 0.10
C 2.3874 1.2356 2.7977 0.45 0.14 0.45
H 0.5539 3.4508 1.4692 -0.05 -0.06 0.14
H 0.0398 2.9720 3.1179 0.06 -0.20 -0.36
H -1.0332 2.6931 1.6982 0.80 -0.37 0.11
C 0.0232 2.6900 2.0501 -0.49 0.68 -0.22
H 3.1441 1.8312 2.2688 -0.30 0.02 0.09
H 2.1587 1.7285 3.7530 0.24 -0.18 -0.14
H -0.0842 0.1260 3.8492 0.04 -0.02 -0.37
H 0.1793 -1.0927 2.5706 -0.01 -0.01 0.13
H 2.8425 0.2534 3.0089 -0.34 0.24 -0.01
H -1.2257 -0.0083 2.4680 0.63 0.15 -0.03
Cl 0.4389 2.3168 -1.3015 -0.18 0.17 -0.08
C -4.1961 2.2398 -0.7856 -0.49 0.68 -0.25
N -4.3396 0.8950 -0.2961 0.44 -1.69 0.49
C -3.2698 0.1533 0.1424 -0.35 0.04 -0.33
N -3.5594 -1.1818 0.4768 0.66 0.47 0.51
O -2.0976 0.5671 0.1953 -0.84 -0.29 0.14
H -3.1450 2.4313 -0.9578 0.16 0.05 -0.11
H -4.5771 2.9933 -0.0802 0.12 -0.32 -0.07
H -4.7615 2.3625 -1.7178 0.26 -0.05 0.16
H -5.2170 0.3794 -0.4285 0.62 0.68 0.14
H -2.8967 -1.5310 1.1862 -0.80 0.17 -0.66
H -4.5271 -1.4512 0.6339 0.36 0.14 0.06
```
Positions in Å, forces in eV/Å.

Mulliken population analysis, charges in e, atoms 1 to 2: number 1, C, carries -1.16; number 2, C, carries 0.55


Number 2 is which compound?
C10H26O10SV